Molecular formula: C4H8NOP
Method: DFT, ωB97M-V with the def2-TZVPD basis set

Structure (XYZ):
```
15
Properties=species:S:1:pos:R:3:nbo_charge:R:1
C 0.94230 2.03683 0.12815 0.152
C 0.32091 0.88781 -0.16690 0.174
C 1.00606 -1.42596 0.41773 -0.642
C 0.57966 -0.43641 -0.69201 -0.558
N -1.92925 1.54356 -0.09703 -0.849
O 2.19274 1.97020 -0.01177 -0.627
P -2.40366 0.14170 -0.01425 1.139
H 0.26030 2.74590 0.48248 0.150
H 0.85654 -2.52171 0.37268 0.216
H 2.06282 -1.21257 0.65275 0.240
H 0.67349 -1.20166 1.40578 0.225
H -0.32576 -0.76717 -1.19958 0.231
H 1.19049 -0.30757 -1.70791 0.263
H -2.04511 -1.13427 -0.41906 -0.052
H -3.38152 -0.31869 0.84893 -0.060
```

Computed properties:
- total charge = 0
- frontier orbital gap (eV) = 5.96
- E_LUMO (eV) = -1.67